Record 1
# C11H10N2O2PS

The ion C11H10N2O2PS with charge +1 (ωB97M-V/def2-TZVPD, the OMol25 dataset).

Positions of all 27 atoms, in Å:
O: 6.4115 -0.1563 -1.1358
C: 5.7302 -1.1770 -0.5447
O: 6.3851 -2.4675 -0.2724
N: 4.2514 -0.8663 -0.2576
C: 3.6700 -0.7631 1.1583
C: 2.0642 -0.3745 1.4187
C: 1.0898 -0.0801 0.1340
C: -0.5032 0.3026 0.1754
C: -1.1700 1.7677 -0.1342
C: -2.8351 1.9169 -0.0819
N: -3.7825 0.7765 0.2346
P: -5.5668 0.8587 0.2575
S: -6.1882 0.9010 -1.6269
C: -3.1691 -0.5979 0.5726
C: -1.5573 -0.9214 0.5679
C: 1.7924 -0.2282 -1.3750
C: 3.3947 -0.6239 -1.5159
H: 4.3388 -0.9433 2.1074
H: 1.5934 -0.2738 2.4951
H: -0.4666 2.6935 -0.3916
H: -3.2827 2.9818 -0.3472
H: -6.1120 -0.3760 0.8381
H: -6.1165 1.9464 1.0253
H: -3.8833 -1.5164 0.8321
H: -1.1765 -1.9961 0.8323
H: 1.1814 -0.0610 -2.3775
H: 3.9067 -0.7224 -2.5885

As for the net charge: +1. The calculation puts the orbital gap at 0.1612 Eh. The calculation puts the maximum force at 9.8 eV/A. For the total energy, the calculation gives -1423.77733 hartree. Its LUMO energy is -6.4 eV.

Record 2
# C2HClFNO3

A cluster of 2 separate species, C2HClFNO3 in total (ωB97M-V/def2-TZVPD, the OMol25 dataset).

Positions of all 9 atoms, in Å:
C: -0.3646 -1.3952 0.7648
C: -0.7896 0.0106 0.6802
N: 0.9119 1.2398 -1.2985
O: 0.6187 -1.8984 1.1879
O: 1.0052 0.7717 -2.3802
O: 1.2783 1.9816 -0.4881
F: -1.2436 -2.1268 -0.0213
Cl: 0.0764 1.0663 1.6582
H: -1.4927 0.3504 -0.1030

As for the energy above the lowest of the compared OMol25 structures with the same formula, charge and spin: 183.7 kJ/mol. The calculation puts the orbital gap (spin up / spin down) at 0.3223 / 0.2866 Eh. The calculation puts the maximum force at 4.4 eV/A. For the total energy, the calculation gives -917.15812 hartree. Its LUMO energy (spin up / spin down) is -0.8 / -1.9 eV.

Record 3
# C2H2N2O3

A cluster of 2 separate species, C2H2N2O3 in total (ωB97M-V/def2-TZVPD, the OMol25 dataset).

Positions of all 9 atoms, in Å:
C: 0.2991 0.0358 -1.8513
C: 0.3482 -0.5120 1.4375
N: 0.3089 -1.1600 -1.8451
N: -0.4701 0.3010 1.1082
O: 0.4227 1.1721 -2.1058
O: 0.9665 -1.4916 1.4371
O: -1.0148 1.3679 1.8139
H: 0.5583 -1.8079 -1.1454
H: -1.4188 2.0947 1.1509

Its multiplicity is 3. As for the energy above the lowest of the compared OMol25 structures with the same formula, charge and spin: 206.4 kJ/mol. The calculation puts the orbital gap (spin up / spin down) at 0.2640 / 0.2851 Eh. The calculation puts the maximum force at 7.3 eV/A. For the total energy, the calculation gives -412.41828 hartree. Its LUMO energy (spin up / spin down) is 0.6 / -3.3 eV.

Record 4
# C15H18ClF3N6O6PRh

A structure of composition C15H18ClF3N6O6PRh (ωB97M-V/def2-TZVPD, the OMol25 dataset).

Positions of all 51 atoms, in Å:
Rh: 0.0330 -0.6289 -0.2580
C: 1.2504 4.5186 0.8789
N: 0.8221 3.3850 0.0717
C: 0.0011 3.4601 -1.0163
C: -0.2648 2.1787 -1.3896
N: 0.3983 1.3307 -0.5515
C: 1.0308 2.0813 0.3441
P: 2.0776 1.4734 1.6955
C: 0.8432 0.3848 2.4551
N: 0.2375 -0.6067 1.8216
C: -0.6549 -1.1553 2.6985
C: -0.5523 -0.5048 3.8874
N: 0.3972 0.4693 3.7194
C: 0.7845 1.4600 4.7103
C: 2.9580 0.1939 0.7359
N: 2.3910 -0.5985 -0.1540
C: 3.3884 -1.3317 -0.7228
C: 4.5811 -0.9792 -0.1579
N: 4.3005 -0.0077 0.7641
C: 5.2677 0.6736 1.6091
H: 0.8029 5.4155 0.4619
H: 2.3352 4.6139 0.8656
H: 0.8823 4.3953 1.8940
H: -0.3621 4.3991 -1.3918
H: -0.9006 1.8148 -2.1769
H: -1.2949 -1.9716 2.4132
H: -1.0790 -0.6279 4.8165
H: 0.2064 1.2837 5.6124
H: 0.5559 2.4583 4.3395
H: 1.8448 1.3795 4.9432
H: 3.1979 -2.0548 -1.4970
H: 5.5849 -1.3271 -0.3278
H: 6.2472 0.2395 1.4293
H: 5.0143 0.5454 2.6595
H: 5.3022 1.7359 1.3745
O: -1.3536 3.8244 2.4042
Cl: -2.2324 2.7592 1.9352
O: -2.7605 3.1040 0.6410
O: -3.2924 2.5480 2.8778
O: -1.4287 1.5516 1.8227
C: -1.9459 -0.7570 -0.5066
H: -2.4830 -0.0623 0.1348
H: -2.2232 -1.7919 -0.3014
H: -2.1229 -0.5254 -1.5610
F: 0.8688 -4.3424 -3.0444
C: 0.8077 -4.2620 -1.7180
F: 2.0227 -4.5736 -1.2277
F: -0.0602 -5.1733 -1.2757
C: 0.4141 -2.8509 -1.2473
O: 0.4420 -1.8993 -2.0557
O: 0.0967 -2.7037 -0.0402

As for the energy above the lowest of the compared OMol25 structures with the same formula, charge and spin: 111.4 kJ/mol. The calculation puts the orbital gap at 0.3194 Eh. The calculation puts the maximum force at 3.7 eV/A. For the total energy, the calculation gives -2573.85600 hartree. Its LUMO energy is -0.3 eV.